{"formula": "C29H45N7RuS4", "method": "wB97M-V/def2-TZVPD", "e_above_lowest_kcal_mol": 10.0, "energy_ha": -3202.7691, "spin_multiplicity": 2, "e_homo_ha": [-0.36729, -0.37330], "fmax_ev_per_a": 0.48, "s_squared": 0.76, "charge": 1, "elements": ["Ru", "C", "C", "C", "C", "C", "C", "C", "C", "C", "C", "C", "C", "C", "C", "C", "C", "C", "H", "H", "H", "H", "H", "H", "H", "H", "H", "H", "H", "H", "H", "H", "H", "H", "H", "H", "H", "H", "H", "H", "H", "H", "H", "H", "H", "H", "H", "N", "N", "C", "N", "S", "H", "H", "H", "H", "H", "S", "C", "S", "C", "N", "N", "C", "C", "C", "C", "C", "C", "S", "H", "H", "H", "H", "H", "C", "N", "C", "C", "N", "H", "H", "H", "H", "H", "H"], "positions_angstrom": [[0.299, -0.728, -0.631], [-0.461, -2.034, 0.876], [-0.491, -2.841, -0.303], [-1.479, -2.229, -1.176], [-1.878, -1.007, -0.559], [-1.317, -0.894, 0.753], [-1.798, 0.018, 1.869], [-1.260, -0.489, 3.210], [-3.334, -0.063, 1.886], [-1.390, 1.482, 1.695], [-2.350, -2.796, -2.305], [-3.391, -3.645, -1.536], [-1.694, -3.666, -3.379], [-3.153, -1.697, -3.024], [0.373, -4.095, -0.432], [1.235, -4.264, 0.831], [-0.464, -5.379, -0.533], [1.340, -3.962, -1.617], [0.104, -2.275, 1.758], [-2.591, -0.322, -0.986], [-1.507, -1.540, 3.370], [-1.705, 0.085, 4.024], [-0.176, -0.367, 3.269], [-3.679, -1.092, 2.008], [-3.767, 0.338, 0.968], [-3.724, 0.523, 2.719], [-0.308, 1.589, 1.622], [-1.740, 2.045, 2.563], [-1.858, 1.921, 0.810], [-2.942, -4.493, -1.025], [-4.130, -4.023, -2.244], [-3.913, -3.037, -0.795], [-1.093, -4.472, -2.977], [-1.073, -3.077, -4.051], [-2.489, -4.122, -3.970], [-3.872, -1.217, -2.360], [-3.726, -2.162, -3.826], [-2.523, -0.933, -3.474], [0.623, -4.392, 1.725], [1.912, -3.421, 0.986], [1.846, -5.159, 0.722], [-1.128, -5.475, 0.329], [0.208, -6.238, -0.527], [-1.066, -5.446, -1.434], [1.977, -3.085, -1.477], [0.831, -3.852, -2.570], [1.979, -4.847, -1.670], [2.677, -0.350, -1.957], [2.769, -0.453, -3.339], [1.636, -0.562, -4.054], [1.766, -0.571, -5.386], [0.122, -0.691, -3.338], [2.872, 0.600, -1.658], [3.297, -0.998, -1.486], [3.665, -0.349, -3.796], [2.658, -0.500, -5.845], [0.941, -0.672, -5.951], [4.054, 4.846, 1.213], [3.385, 3.369, 1.492], [3.639, 1.978, 0.455], [2.471, 1.059, 1.376], [2.005, 1.703, 2.383], [2.526, 2.967, 2.463], [2.048, 3.792, 3.532], [0.686, 3.807, 3.795], [0.208, 4.583, 4.838], [1.084, 5.336, 5.605], [2.445, 5.306, 5.335], [2.937, 4.529, 4.298], [2.046, -0.592, 1.008], [0.018, 3.203, 3.197], [-0.852, 4.598, 5.053], [0.707, 5.943, 6.417], [3.132, 5.885, 5.937], [3.995, 4.497, 4.085], [-1.083, 4.365, -1.647], [0.217, 3.732, -1.428], [1.364, 4.610, -1.183], [0.266, 2.460, -1.138], [0.308, 1.333, -0.890], [-1.015, 5.033, -2.505], [-1.383, 4.939, -0.768], [-1.831, 3.603, -1.852], [1.465, 5.296, -2.022], [2.271, 4.021, -1.094], [1.228, 5.179, -0.262]], "lowdin_charge": [0.93, -0.18, -0.17, -0.18, -0.11, -0.28, -0.53, -0.04, -0.03, -0.06, -0.52, -0.02, -0.06, -0.07, -0.52, -0.06, -0.03, -0.04, 0.08, 0.12, 0.09, 0.09, 0.08, 0.10, 0.08, 0.09, 0.04, 0.09, 0.08, 0.07, 0.10, 0.10, 0.05, 0.05, 0.10, 0.08, 0.10, 0.04, 0.10, 0.05, 0.10, 0.10, 0.09, 0.06, 0.06, 0.06, 0.10, -0.04, -0.07, -0.81, 0.11, 0.78, 0.02, 0.07, 0.16, 0.12, 0.10, 0.63, -1.10, 0.97, -1.04, 0.04, -0.14, -0.22, -0.01, -0.07, -0.08, -0.06, -0.04, 0.66, 0.08, 0.11, 0.11, 0.11, 0.10, -0.02, -0.17, -0.03, -0.22, 0.07, 0.10, 0.10, 0.09, 0.10, 0.05, 0.09]}

***

{"formula": "C29H45NO20Si", "method": "wB97M-V/def2-TZVPD", "energy_ha": -2981.0041, "e_homo_ha": -0.35068, "fmax_ev_per_a": 3.30, "charge": 0, "smiles": "C#CCOC(=O)N(CCOC(=O)CC)CCO[Si](C)(C)C.O=C1OCCO1.O=C1OCCO1.O=C1OCCO1.O=C1OCCO1.O=C1OCCO1", "elements": ["C", "C", "C", "O", "C", "O", "N", "C", "C", "O", "C", "O", "C", "C", "C", "C", "O", "Si", "C", "C", "C", "H", "H", "H", "H", "H", "H", "H", "H", "H", "H", "H", "H", "H", "H", "H", "H", "H", "H", "H", "H", "H", "H", "H", "H", "H", "O", "C", "O", "C", "C", "O", "H", "H", "H", "H", "O", "C", "O", "C", "C", "O", "H", "H", "H", "H", "O", "C", "O", "C", "C", "O", "H", "H", "H", "H", "O", "C", "O", "C", "C", "O", "H", "H", "H", "H", "O", "C", "O", "C", "C", "O", "H", "H", "H", "H"], "positions_angstrom": [[-2.454, 6.316, -0.794], [-1.588, 6.197, -1.657], [-0.517, 5.733, -2.726], [-0.932, 4.445, -3.263], [0.123, 3.853, -3.958], [1.041, 4.583, -4.341], [0.210, 2.445, -4.311], [0.312, 1.552, -3.132], [1.675, 1.672, -2.329], [1.507, 1.589, -0.877], [0.754, 0.460, -0.502], [-0.232, 0.642, 0.203], [1.059, -1.034, -0.927], [-0.238, -1.554, -1.744], [-0.815, 2.013, -5.297], [-2.290, 1.824, -4.750], [-3.192, 2.919, -5.057], [-4.529, 2.742, -3.955], [-5.131, 0.946, -3.729], [-6.065, 3.778, -4.465], [-3.926, 3.518, -2.290], [-3.014, 6.182, 0.174], [-0.487, 6.538, -3.524], [0.462, 5.683, -2.171], [0.242, 0.476, -3.501], [-0.565, 1.804, -2.442], [2.367, 0.804, -2.600], [2.226, 2.639, -2.528], [1.108, -1.651, 0.029], [2.005, -1.136, -1.533], [-0.986, -0.711, -1.910], [0.092, -1.880, -2.779], [-0.796, -2.368, -1.196], [-0.454, 1.056, -5.804], [-0.819, 2.796, -6.129], [-2.716, 0.903, -5.283], [-2.377, 1.608, -3.643], [-5.386, 0.822, -2.622], [-6.110, 0.737, -4.279], [-4.411, 0.143, -4.058], [-5.850, 4.584, -5.222], [-6.481, 4.229, -3.502], [-6.862, 3.037, -4.808], [-4.540, 3.114, -1.422], [-3.959, 4.654, -2.340], [-2.868, 3.143, -2.125], [2.322, -4.262, -0.193], [2.960, -3.994, 0.784], [2.674, -4.445, 2.036], [3.779, -4.101, 2.870], [4.394, -2.941, 2.147], [4.062, -3.199, 0.785], [3.442, -3.838, 3.872], [4.452, -4.959, 2.936], [3.955, -1.984, 2.442], [5.474, -2.892, 2.281], [7.363, -1.778, 4.410], [7.568, -1.153, 3.416], [7.319, -1.612, 2.156], [7.475, -0.507, 1.270], [8.385, 0.410, 2.034], [8.081, 0.106, 3.390], [7.906, -0.828, 0.322], [6.494, -0.063, 1.082], [9.443, 0.198, 1.853], [8.194, 1.462, 1.820], [-1.728, -9.051, 2.955], [-0.922, -8.387, 2.375], [-0.519, -8.611, 1.097], [0.262, -7.488, 0.698], [0.745, -6.934, 2.005], [-0.289, -7.308, 2.911], [1.080, -7.795, 0.047], [-0.378, -6.786, 0.156], [1.684, -7.389, 2.332], [0.866, -5.853, 1.980], [-3.304, -9.889, 9.017], [-3.093, -9.265, 8.022], [-3.336, -9.720, 6.763], [-3.171, -8.616, 5.878], [-2.263, -7.701, 6.645], [-2.575, -8.005, 8.000], [-2.736, -8.937, 4.932], [-4.150, -8.168, 5.685], [-1.205, -7.916, 6.469], [-2.450, -6.649, 6.429], [-3.126, 8.423, 2.152], [-2.310, 9.092, 1.594], [-1.893, 8.885, 0.317], [-1.101, 10.007, -0.054], [-0.631, 10.538, 1.269], [-1.676, 10.158, 2.155], [-0.277, 9.704, -0.700], [-1.730, 10.720, -0.593], [0.301, 10.072, 1.600], [-0.502, 11.621, 1.262]], "lowdin_charge": [0.07, -0.06, -0.14, -0.02, -0.44, 0.09, -0.08, -0.13, -0.12, -0.05, -0.45, 0.09, -0.12, -0.09, -0.12, -0.26, -0.24, 0.49, -0.18, -0.19, -0.18, 0.08, 0.14, 0.14, 0.13, 0.13, 0.13, 0.14, 0.12, 0.11, 0.07, 0.08, 0.08, 0.13, 0.15, 0.12, 0.09, 0.05, 0.04, 0.03, 0.04, 0.04, 0.03, 0.05, 0.03, 0.02, 0.14, -0.56, 0.03, -0.11, -0.12, 0.07, 0.14, 0.14, 0.14, 0.12, 0.16, -0.55, 0.03, -0.12, -0.13, 0.07, 0.14, 0.14, 0.14, 0.14, 0.15, -0.54, 0.07, -0.12, -0.13, 0.06, 0.14, 0.14, 0.14, 0.11, 0.16, -0.56, 0.07, -0.13, -0.13, 0.06, 0.10, 0.14, 0.13, 0.13, 0.16, -0.55, 0.02, -0.13, -0.13, 0.06, 0.13, 0.14, 0.13, 0.13]}

***

{"formula": "C29H46BBr34O9PS2", "method": "wB97M-V/def2-TZVPD", "energy_ha": -90488.5829, "e_homo_ha": -0.31673, "fmax_ev_per_a": 3.25, "charge": 0, "elements": ["C", "C", "C", "C", "C", "C", "O", "C", "C", "C", "O", "C", "P", "S", "S", "O", "O", "O", "C", "C", "O", "C", "C", "C", "C", "O", "C", "Br", "C", "B", "O", "O", "H", "H", "H", "H", "H", "H", "H", "H", "H", "H", "H", "H", "H", "H", "H", "H", "H", "H", "H", "H", "H", "H", "H", "H", "H", "H", "H", "H", "H", "H", "H", "H", "H", "H", "H", "C", "Br", "Br", "Br", "H", "C", "Br", "Br", "Br", "H", "C", "Br", "Br", "Br", "H", "C", "Br", "Br", "Br", "H", "C", "Br", "Br", "Br", "H", "C", "Br", "Br", "Br", "H", "C", "Br", "Br", "Br", "H", "C", "Br", "Br", "Br", "H", "C", "Br", "Br", "Br", "H", "C", "Br", "Br", "Br", "H", "C", "Br", "Br", "Br", "H"], "positions_angstrom": [[6.962, -1.389, -0.652], [6.072, -2.617, -0.807], [4.626, -2.237, -1.117], [3.807, -1.936, 0.163], [3.021, -0.648, -0.034], [2.320, 0.059, 1.151], [0.976, -0.338, 1.349], [0.494, -1.604, 0.919], [-0.728, -1.498, 0.040], [-1.647, -2.705, 0.246], [-0.277, -1.439, -1.305], [3.094, -0.187, 2.523], [2.511, -1.651, 3.518], [3.091, -3.448, 3.057], [2.914, 1.134, 3.779], [4.182, 1.241, 4.427], [1.789, 0.802, 4.606], [2.681, 2.482, 3.033], [1.738, 2.523, 1.889], [0.351, 2.172, 2.424], [0.038, 3.154, 3.387], [-0.710, 2.707, 4.498], [1.794, 4.012, 1.529], [0.568, 4.528, 0.760], [-0.240, 5.734, 1.446], [0.659, 5.692, 0.116], [2.340, 1.588, 0.801], [4.293, 2.114, 0.750], [1.880, 1.920, -0.627], [0.470, 1.507, -1.232], [0.413, 1.112, -2.571], [-0.710, 1.615, -0.548], [7.976, -1.671, -0.377], [6.572, -0.734, 0.128], [6.988, -0.815, -1.576], [6.472, -3.260, -1.590], [6.077, -3.178, 0.127], [4.162, -3.073, -1.638], [4.577, -1.398, -1.814], [4.530, -1.876, 0.971], [3.169, -2.796, 0.325], [2.256, -0.859, -0.785], [3.709, 0.038, -0.506], [1.213, -2.249, 0.419], [0.190, -2.159, 1.807], [-1.295, -0.614, 0.335], [-2.625, -2.485, -0.178], [-1.807, -2.928, 1.297], [-1.223, -3.558, -0.279], [-0.929, -1.000, -1.856], [4.157, -0.202, 2.315], [2.950, -1.341, 4.802], [1.139, -1.454, 3.575], [0.310, 1.187, 2.870], [-0.397, 2.175, 1.635], [-1.360, 3.525, 4.793], [-0.049, 2.507, 5.339], [-1.342, 1.845, 4.282], [2.618, 4.236, 0.856], [1.801, 4.609, 2.427], [-0.067, 3.799, 0.265], [-1.189, 5.174, 1.198], [-0.710, 6.685, 1.214], [2.623, 1.572, -1.334], [1.901, 3.005, -0.747], [0.458, 1.867, -3.165], [-1.425, 1.755, -1.179], [-1.905, -1.823, 5.527], [-1.980, -0.845, 3.867], [-3.278, -3.163, 5.607], [-0.162, -2.575, 5.800], [-2.089, -1.121, 6.326], [-5.189, -4.191, -2.246], [-3.609, -4.932, -3.048], [-5.355, -4.721, -0.406], [-5.263, -2.282, -2.433], [-6.040, -4.594, -2.775], [2.565, -6.269, -2.005], [1.632, -7.891, -1.586], [1.996, -4.801, -0.904], [4.473, -6.489, -1.931], [2.312, -6.020, -3.025], [-5.155, -8.580, -0.175], [-3.266, -8.435, 0.135], [-5.550, -8.792, -2.043], [-5.950, -9.973, 0.883], [-5.598, -7.646, 0.137], [7.798, 4.283, 0.564], [6.221, 5.106, 1.274], [8.073, 2.530, 1.300], [7.764, 4.239, -1.362], [8.642, 4.891, 0.854], [-9.056, -2.275, -4.482], [-8.670, -0.699, -3.455], [-8.052, -2.321, -6.116], [-8.801, -3.879, -3.444], [-10.101, -2.237, -4.748], [-12.001, -1.416, -7.652], [-12.422, -2.616, -6.209], [-11.384, 0.282, -7.001], [-10.760, -2.207, -8.881], [-12.922, -1.246, -8.191], [6.057, 7.976, 4.105], [5.856, 9.009, 2.496], [4.667, 6.661, 4.280], [7.808, 7.188, 4.229], [5.959, 8.657, 4.937], [11.374, 4.371, -2.871], [11.827, 6.214, -2.574], [12.089, 3.722, -4.533], [11.901, 3.266, -1.393], [10.297, 4.315, -2.939], [-15.516, -3.490, -9.861], [-15.421, -1.583, -9.618], [-14.551, -4.051, -11.422], [-14.955, -4.455, -8.298], [-16.558, -3.724, -10.022], [-3.553, 5.595, 6.890], [-5.177, 6.605, 6.703], [-3.849, 3.721, 6.569], [-2.148, 6.297, 5.781], [-3.230, 5.695, 7.915]], "lowdin_charge": [-0.10, -0.26, -0.21, -0.24, -0.15, -0.43, -0.11, -0.17, -0.40, -0.03, -0.02, -0.37, 0.39, 0.20, 0.56, -0.25, -0.31, -0.23, -0.37, -0.15, -0.16, -0.10, -0.06, -0.34, 0.03, -0.06, -0.48, 0.92, -0.07, -0.64, 0.14, 0.16, 0.07, 0.06, 0.07, 0.10, 0.11, 0.05, 0.11, 0.08, -0.02, 0.13, 0.05, 0.09, 0.09, 0.14, 0.06, 0.07, 0.08, 0.09, 0.08, 0.00, -0.08, 0.09, 0.13, 0.01, 0.09, 0.03, 0.10, 0.13, 0.12, 0.08, 0.11, 0.10, 0.11, 0.11, 0.13, -1.61, 0.66, 0.59, 0.63, -0.02, -1.65, 0.58, 0.60, 0.56, -0.08, -1.64, 0.58, 0.68, 0.59, -0.03, -1.68, 0.56, 0.56, 0.58, -0.09, -1.62, 0.55, 0.58, 0.59, -0.03, -1.64, 0.56, 0.57, 0.60, -0.11, -1.63, 0.59, 0.59, 0.57, -0.10, -1.65, 0.56, 0.56, 0.56, -0.03, -1.68, 0.57, 0.57, 0.56, -0.09, -1.64, 0.60, 0.58, 0.57, -0.03, -1.65, 0.57, 0.58, 0.60, -0.03]}

***

{"formula": "C29H46BClF4N7O2PS2V", "method": "wB97M-V/def2-TZVPD", "energy_ha": -4632.3404, "spin_multiplicity": 4, "e_homo_ha": [0.03762, -0.00159], "fmax_ev_per_a": 10.18, "s_squared": 3.79, "charge": -2, "elements": ["V", "C", "S", "C", "S", "N", "N", "C", "C", "C", "C", "C", "C", "N", "H", "H", "H", "H", "H", "H", "H", "H", "F", "B", "F", "F", "F", "Cl", "C", "C", "C", "C", "N", "C", "H", "H", "H", "H", "O", "P", "N", "C", "C", "C", "C", "N", "C", "C", "C", "C", "N", "C", "C", "C", "C", "H", "H", "H", "H", "H", "H", "H", "H", "H", "H", "H", "H", "H", "H", "H", "H", "H", "H", "H", "H", "H", "H", "H", "H", "C", "C", "C", "C", "O", "H", "H", "H", "H", "H", "H", "H", "H", "H", "H"], "positions_angstrom": [[-0.921, 1.078, -0.072], [-3.413, -1.166, -3.591], [-3.330, 0.549, -4.140], [-2.565, 1.201, -2.706], [-0.876, 1.214, -2.452], [-3.311, 1.712, -1.781], [-2.509, 2.151, -0.725], [-3.037, 3.183, -0.178], [-2.229, 3.651, 0.901], [-2.499, 4.736, 1.710], [-1.565, 5.013, 2.703], [-0.432, 4.204, 2.821], [-0.279, 3.139, 1.941], [-1.169, 2.836, 0.981], [-3.933, -1.760, -4.348], [-2.411, -1.583, -3.457], [-3.966, -1.244, -2.652], [-3.979, 3.668, -0.475], [-3.387, 5.337, 1.573], [-1.710, 5.853, 3.376], [0.320, 4.399, 3.577], [0.586, 2.483, 1.980], [-2.537, 0.178, 0.458], [-3.759, -0.502, 0.858], [-3.491, -1.335, 2.019], [-4.775, 0.483, 1.192], [-4.231, -1.334, -0.237], [-2.468, 0.084, 5.307], [-1.274, 0.661, 4.218], [-0.061, 1.150, 4.690], [0.887, 1.611, 3.778], [0.579, 1.564, 2.426], [-0.591, 1.095, 1.938], [-1.493, 0.653, 2.849], [0.151, 1.174, 5.755], [1.843, 1.998, 4.113], [1.286, 1.912, 1.678], [-2.424, 0.282, 2.429], [-0.278, -0.434, -1.123], [0.495, -1.618, -0.612], [-0.251, -2.372, 0.627], [-1.677, -2.181, 0.853], [-2.002, -3.081, 2.028], [-1.086, -4.263, 1.802], [0.168, -3.635, 1.213], [1.974, -1.216, -0.055], [2.593, 0.040, -0.455], [3.961, 0.016, 0.196], [4.335, -1.447, 0.121], [3.010, -2.165, 0.323], [0.729, -2.753, -1.786], [1.504, -2.349, -2.962], [1.240, -3.408, -4.024], [0.119, -4.260, -3.459], [-0.452, -3.417, -2.337], [-2.247, -2.491, -0.029], [-1.921, -1.138, 1.076], [-3.057, -3.370, 2.059], [-1.750, -2.584, 2.973], [-1.538, -4.950, 1.076], [-0.886, -4.819, 2.722], [0.628, -4.314, 0.490], [0.893, -3.444, 2.011], [2.012, 0.906, -0.124], [2.693, 0.084, -1.545], [3.893, 0.335, 1.243], [4.682, 0.659, -0.316], [5.083, -1.726, 0.869], [4.739, -1.677, -0.873], [2.893, -2.432, 1.378], [2.986, -3.088, -0.265], [2.573, -2.282, -2.736], [1.175, -1.370, -3.330], [2.127, -4.018, -4.222], [0.935, -2.938, -4.965], [0.529, -5.196, -3.061], [-0.631, -4.514, -4.214], [-0.961, -4.045, -1.600], [-1.168, -2.684, -2.727], [1.561, 4.124, -1.086], [1.841, 2.618, -0.977], [2.295, 2.070, -2.338], [2.926, 2.361, 0.080], [0.733, 2.000, -0.614], [2.466, 4.667, -1.387], [1.229, 4.552, -0.130], [0.786, 4.347, -1.831], [3.217, 2.565, -2.668], [1.542, 2.232, -3.120], [2.501, 0.992, -2.301], [3.862, 2.863, -0.194], [3.150, 1.292, 0.189], [2.634, 2.737, 1.069], [0.169, -0.108, 0.617]], "lowdin_charge": [0.68, -0.42, 0.75, -1.08, 0.80, -0.06, -0.19, -0.08, -0.27, -0.05, -0.13, -0.05, -0.16, 0.01, 0.02, 0.00, 0.03, 0.12, 0.10, 0.07, 0.10, -0.06, -0.04, -1.03, 0.01, 0.08, 0.07, 0.63, -0.68, -0.12, -0.06, -0.27, -0.08, -0.08, 0.09, 0.10, 0.13, 0.10, -0.57, 0.57, -0.16, -0.20, -0.16, -0.18, -0.22, -0.15, -0.25, -0.19, -0.17, -0.21, -0.17, -0.19, -0.18, -0.18, -0.19, 0.13, 0.06, 0.12, 0.12, 0.10, 0.10, 0.10, 0.10, 0.06, 0.09, 0.14, 0.13, 0.10, 0.11, 0.10, 0.10, 0.11, 0.12, 0.10, 0.11, 0.10, 0.11, 0.12, 0.09, -0.03, -0.74, -0.05, -0.09, -0.38, 0.06, 0.07, 0.08, 0.08, 0.05, 0.04, 0.10, -0.05, 0.10, 0.06]}